1.
This record from OMol25 describes 15 unconnected molecules or ions with the total composition C75H75N15 in a non-equilibrium geometry. The level of theory is the ωB97M-V functional and the def2-TZVPD basis.

Geometry as XYZ:
```
165
Properties=species:S:1:pos:R:3:lowdin_charge:R:1
N 0.42 5.89 0.75 0.043
N 4.62 0.42 0.50 0.071
N -2.22 -4.11 -2.81 0.060
N -1.80 -4.70 2.86 0.045
N 1.97 1.95 -4.23 0.050
N -7.37 -2.04 -2.92 0.057
N 1.74 -2.68 -6.95 0.044
N 1.89 -0.25 5.02 0.082
N 7.16 4.54 3.90 0.050
N 0.11 0.83 1.35 0.056
N -3.43 -0.17 -6.83 0.047
N 1.25 5.02 8.03 0.064
N 5.66 6.26 -0.61 0.049
N -8.12 -0.25 2.25 0.040
N 0.48 -5.92 -0.49 0.051
C -8.48 -1.67 -3.50 -0.188
C -0.72 -1.21 5.11 -0.086
C 0.53 -4.76 -7.12 -0.052
C 6.08 2.37 3.88 -0.077
C -3.31 -3.99 -5.03 -0.080
C 5.35 7.26 -1.46 -0.159
C -0.59 4.31 6.65 -0.079
C -0.04 5.10 7.61 -0.161
C -6.28 -2.19 -3.68 -0.120
C -8.58 -1.41 -4.84 -0.081
C 4.85 4.24 4.56 -0.069
C -0.29 -0.31 6.08 -0.062
C -7.41 -1.37 -5.62 -0.059
C -7.28 -0.52 1.26 -0.153
C -0.85 -0.08 1.15 -0.163
C 5.98 5.05 4.35 -0.133
C 0.74 -4.93 -5.72 -0.063
C -0.31 4.62 2.64 -0.065
C 2.61 -4.88 -1.25 -0.090
C 5.95 0.35 0.22 -0.128
C -1.45 -5.99 3.19 -0.131
C -2.88 -5.28 -5.32 -0.086
C 0.97 1.04 0.27 -0.094
C 0.11 -1.69 4.15 -0.094
C -1.07 0.04 -6.98 -0.068
C 4.84 6.14 0.50 -0.125
C 4.89 2.94 4.11 -0.099
C 2.09 4.41 7.18 -0.150
C 3.84 2.54 -2.28 -0.036
C -0.97 -0.81 -0.06 -0.049
C 3.44 8.00 -0.16 -0.078
C 3.21 1.42 -4.29 -0.159
C 1.60 -5.85 -1.27 -0.157
C 1.98 -2.92 -5.64 -0.152
C 0.91 0.27 -0.97 -0.079
C -0.83 6.97 2.52 -0.063
C 4.20 -0.41 1.49 -0.141
C 2.41 -3.83 -0.39 -0.066
C 7.21 3.21 3.81 -0.139
C -2.70 -5.92 5.26 -0.068
C -3.13 -4.63 4.92 -0.080
C 1.40 -1.23 4.18 -0.139
C -1.82 -5.42 -3.13 -0.117
C 4.27 8.17 -1.30 -0.062
C -8.15 -2.71 1.02 -0.103
C -2.97 -3.40 -3.79 -0.119
C 3.67 6.89 0.63 -0.099
C 4.16 1.57 -3.30 -0.052
C 1.02 -3.56 -7.65 -0.171
C 0.29 3.57 5.82 -0.076
C 2.58 3.18 -2.34 -0.091
C -2.14 0.66 -4.94 -0.076
C 0.26 -4.82 0.28 -0.134
C 6.87 -0.44 0.96 -0.087
C -7.24 -1.77 0.62 -0.077
C 1.24 -3.85 0.40 -0.063
C -9.07 -1.11 2.58 -0.147
C -0.89 5.74 3.18 -0.080
C 5.11 -1.02 2.40 -0.071
C 0.35 4.74 1.42 -0.146
C 6.49 -1.08 2.12 -0.092
C -0.05 -0.62 -1.10 -0.118
C -6.18 -1.74 -5.05 -0.045
C 1.68 3.69 6.05 -0.073
C -0.15 7.01 1.30 -0.134
C -2.30 -0.30 -7.53 -0.162
C -2.14 -6.01 -4.37 -0.096
C -0.97 0.42 -5.64 -0.068
C -2.71 -4.06 3.70 -0.129
C 1.49 -4.02 -4.93 -0.043
C 1.67 2.80 -3.26 -0.188
C -1.87 -6.64 4.36 -0.052
C -3.35 0.32 -5.55 -0.147
C 0.98 0.19 5.92 -0.172
C -9.03 -2.40 2.03 -0.079
H -1.82 -1.45 -0.22 0.096
H -2.38 -0.62 -8.56 0.098
H 1.79 1.74 0.36 0.075
H -1.39 5.70 4.13 0.093
H -0.84 -6.45 2.43 0.089
H 0.00 0.68 -5.25 0.074
H 0.94 4.02 0.87 0.086
H 7.15 -1.52 2.85 0.108
H -0.65 -4.92 0.86 0.062
H -4.18 0.45 -4.87 0.090
H -2.10 1.15 -3.98 0.099
H 5.11 1.06 -3.43 0.093
H -0.23 -1.17 -2.01 0.108
H -1.24 -5.87 -2.34 0.068
H -0.17 3.65 3.10 0.079
H 2.11 -1.51 3.42 0.075
H -0.34 -2.19 3.31 0.086
H 7.94 -0.45 0.87 0.100
H 0.01 -5.39 -7.83 0.096
H -1.25 7.89 2.90 0.099
H 3.18 -0.32 1.83 0.073
H 6.50 0.95 -0.49 0.096
H 2.44 4.10 -1.79 0.102
H -9.56 -1.08 -5.14 0.100
H 1.69 -6.68 -1.96 0.095
H 1.78 -4.14 -3.89 0.079
H -9.83 -0.75 3.25 0.099
H -9.84 -3.09 2.22 0.095
H 8.17 2.81 3.52 0.098
H 1.37 0.94 6.59 0.091
H 2.38 -2.12 -5.04 0.088
H -7.54 -1.23 -6.68 0.101
H -5.36 -2.52 -3.23 0.069
H -3.16 -2.36 -3.57 0.080
H 6.14 6.08 4.62 0.101
H 2.60 8.66 0.03 0.095
H -3.16 -6.29 6.16 0.099
H -0.14 2.88 5.11 0.089
H -3.78 -3.49 -5.86 0.085
H -1.77 -1.46 5.03 0.097
H 2.45 3.17 5.50 0.073
H -1.40 -0.25 2.07 0.086
H -0.26 -0.13 -7.68 0.094
H 4.73 -1.51 3.28 0.093
H -3.06 -3.09 3.40 0.093
H -8.30 -3.59 0.43 0.107
H 4.51 2.80 -1.47 0.087
H 0.44 -5.86 -5.27 0.081
H -3.02 -5.61 -6.34 0.103
H 0.74 3.35 -3.31 0.111
H -1.44 -7.59 4.65 0.097
H 1.09 -3.10 1.16 0.084
H 3.98 4.75 4.96 0.079
H 5.09 5.30 1.14 0.088
H 3.49 -4.96 -1.88 0.102
H -0.84 0.18 6.87 0.106
H -0.64 5.76 8.21 0.101
H 1.75 0.29 -1.65 0.093
H -5.28 -1.93 -5.61 0.059
H -0.16 7.83 0.60 0.095
H -3.87 -3.99 5.38 0.098
H -9.40 -1.73 -2.94 0.105
H -1.64 4.32 6.41 0.101
H 6.30 1.35 3.61 0.087
H 4.04 2.28 3.97 0.101
H 1.08 -3.26 -8.69 0.099
H 2.99 -2.92 -0.40 0.097
H -6.40 0.09 1.14 0.098
H 3.27 0.65 -5.05 0.096
H 3.13 4.61 7.36 0.100
H 3.11 6.63 1.52 0.086
H -1.94 -7.03 -4.65 0.097
H -6.57 -2.16 -0.13 0.089
H 4.05 9.04 -1.90 0.092
H 5.93 7.44 -2.35 0.091
```

Kohn-Sham gap   9.52 eV
Spin multiplicity   1
Strongest force on any atom   4.795 eV/Å

=====

2.
This record from OMol25 describes C9H10ClNOS in the gas phase in a non-equilibrium geometry. The level of theory is the ωB97M-V functional and the def2-TZVPD basis.

Geometry as XYZ:
```
23
Properties=species:S:1:pos:R:3:lowdin_charge:R:1
Cl -2.43 0.90 -2.42 0.701
S 0.37 0.75 2.94 1.073
O 0.02 -1.62 -0.51 -0.164
N -1.90 0.11 -0.06 0.096
C 0.76 1.28 0.40 -0.062
C 0.65 -0.51 -2.60 -0.048
C -1.62 -0.11 -1.27 -0.632
C 1.73 1.74 2.46 -0.368
C -0.45 -1.10 -1.72 -0.436
C 1.79 1.89 1.11 -0.191
C -0.01 0.49 1.26 -0.472
C -1.11 -0.36 0.91 -0.325
C -1.69 -1.31 1.97 -0.021
H 1.57 -0.67 -2.24 0.044
H -0.88 -1.88 2.22 0.044
H 0.68 -1.02 -3.48 0.045
H 2.27 2.37 3.05 0.038
H -2.57 -1.79 1.45 0.110
H 0.56 0.50 -2.82 0.053
H -1.05 -1.86 -2.32 0.145
H -2.13 -0.69 2.89 0.129
H 2.68 2.30 0.66 0.112
H 1.01 1.18 -0.70 0.130
```

Kohn-Sham gap   7.83 eV
Spin multiplicity   1
Strongest force on any atom   4.774 eV/Å

=====

3.
This record from OMol25 describes a molecular structure, C31H39Cl5N2OPRbS2. The level of theory is the ωB97M-V functional and the def2-TZVPD basis.

Geometry as XYZ:
```
82
Properties=species:S:1:pos:R:3:lowdin_charge:R:1
Rb 0.18 -1.03 0.13 0.571
Cl -5.58 -3.72 -1.95 0.637
Cl -4.50 -0.48 -6.13 0.626
Cl -2.02 0.65 -4.59 0.693
Cl -6.30 -2.68 -4.81 0.597
Cl -3.09 -2.56 -0.43 0.697
S -0.54 0.03 3.13 0.375
S 2.24 -3.37 -0.71 0.372
P -1.76 3.20 -0.54 1.107
O -1.68 -0.51 -1.92 -0.218
N 3.16 -0.37 -0.68 -0.195
N 2.10 1.12 1.84 -0.161
C -3.80 4.68 1.00 -0.118
C 3.18 1.48 4.00 -0.057
C 2.06 1.01 6.06 -0.142
C -3.02 -0.56 -3.87 -0.604
C 6.44 -1.87 0.33 -0.133
C -4.60 -2.51 -2.69 -0.709
C -1.34 4.59 -1.72 -0.558
C -3.50 -2.00 -2.01 -0.607
C 3.82 -2.73 -0.34 -0.683
C 1.16 2.07 1.28 -0.165
C -1.37 4.98 1.55 -0.130
C 3.42 1.00 -0.27 -0.211
C -2.29 5.78 -1.91 -0.122
C 4.85 -3.62 -0.02 -0.159
C -0.97 3.98 -3.06 -0.144
C -2.42 4.02 1.00 -0.547
C 6.13 -3.22 0.31 -0.138
C 3.42 1.22 1.23 -0.195
C -3.18 2.27 -1.30 -0.546
C 2.83 -0.42 -2.10 -0.113
C -3.71 1.30 -0.24 -0.117
C 3.19 1.44 5.39 -0.138
C 0.95 0.61 5.33 -0.163
C -2.65 -0.99 -2.55 -0.558
C -4.92 -2.05 -3.97 -0.739
C -4.11 -1.07 -4.54 -0.713
C 0.90 0.61 3.93 -0.678
C 5.45 -0.95 0.00 -0.064
C 4.15 -1.35 -0.33 -0.261
C -4.32 2.99 -2.01 -0.107
C 2.07 1.08 3.26 -0.255
H 4.08 1.75 5.94 0.079
H -0.50 4.72 -3.71 0.071
H -4.34 1.81 0.49 0.066
H 2.62 -1.45 -2.39 0.030
H -4.32 0.52 -0.71 0.074
H 0.06 0.26 5.85 0.076
H -4.59 3.97 0.74 0.047
H -2.46 3.17 1.69 0.098
H 1.57 3.10 1.24 0.092
H 4.06 1.84 3.49 0.086
H 5.70 0.10 0.01 0.089
H -3.87 5.51 0.30 0.054
H -0.28 3.14 -2.94 0.068
H 1.93 0.17 -2.30 0.080
H 0.26 2.08 1.88 0.016
H -3.28 5.46 -2.23 0.056
H 6.88 -3.96 0.57 0.083
H -2.66 1.66 -2.04 0.043
H 3.65 -0.02 -2.72 0.089
H 4.60 -4.68 -0.03 0.076
H -2.41 6.35 -0.99 0.047
H -0.38 4.50 1.60 0.052
H -1.89 6.46 -2.67 0.069
H -1.28 5.87 0.93 0.061
H 3.85 2.23 1.40 0.119
H -4.85 3.69 -1.36 0.055
H 2.04 0.97 7.14 0.082
H -0.42 4.99 -1.28 0.091
H -4.03 5.07 1.99 0.072
H 7.43 -1.52 0.60 0.079
H 4.08 0.50 1.71 0.119
H -3.96 3.54 -2.89 0.051
H -1.85 3.59 -3.58 0.046
H 4.38 1.38 -0.68 0.110
H 0.86 1.80 0.27 0.025
H -1.63 5.30 2.56 0.075
H -5.04 2.26 -2.37 0.078
H -2.91 0.79 0.31 0.068
H 2.66 1.62 -0.74 0.105
```

Kohn-Sham gap   5.50 eV
Spin multiplicity   1
Net charge   -2
Strongest force on any atom   0.206 eV/Å

=====

4.
This record from OMol25 describes a molecular structure, C15H32GaN3O4P2S5. The level of theory is the ωB97M-V functional and the def2-TZVPD basis.

Geometry as XYZ:
```
62
Properties=species:S:1:pos:R:3:lowdin_charge:R:1
Ga 1.41 -0.05 -0.87 -0.354
S 1.78 -1.44 -2.65 0.162
S 2.42 -3.00 -1.45 -0.039
S 3.04 -0.64 0.60 0.135
S 3.98 -2.14 -0.48 -0.002
S 0.36 1.92 -1.14 0.693
P -0.98 -1.96 0.70 0.550
P 2.59 2.52 1.15 0.712
O 3.12 2.42 2.67 -0.348
O 4.02 2.74 0.41 -0.343
O -0.07 -1.02 -0.01 -0.350
O 2.11 4.08 1.08 -0.353
N -2.45 -1.25 0.80 -0.300
N -0.54 -2.35 2.24 -0.288
N -1.04 -3.42 -0.05 -0.291
C -1.90 2.42 -2.54 -0.136
C -0.33 1.05 -3.73 -0.125
C 4.07 3.34 3.21 -0.115
C -3.60 -2.01 1.26 -0.095
C 0.79 4.44 1.44 -0.149
C 0.74 -3.07 2.40 -0.096
C 4.08 2.66 -1.01 -0.133
C -0.72 -1.33 3.28 -0.083
C -0.68 1.74 -2.58 -0.602
C -1.21 -3.40 -1.51 -0.101
C -2.75 2.39 -3.63 -0.092
C -2.75 0.07 0.25 -0.079
C -1.49 -4.65 0.57 -0.107
C -1.19 1.01 -4.82 -0.080
C -2.41 1.68 -4.78 -0.097
H -0.88 -2.46 -1.92 0.049
H 5.08 2.99 3.00 0.084
H -4.18 -1.42 1.98 0.087
H -0.90 0.47 -5.71 0.106
H -0.84 -5.47 0.27 0.091
H -3.23 0.69 1.01 0.089
H 3.91 3.39 4.28 0.083
H -1.84 0.56 -0.07 0.034
H -4.26 -2.28 0.43 0.089
H 0.63 0.55 -3.80 0.036
H 0.68 -3.74 3.26 0.088
H -3.07 1.65 -5.63 0.099
H 0.65 5.48 1.16 0.085
H 3.85 1.65 -1.35 0.051
H -3.28 -2.92 1.77 0.070
H 1.56 -2.37 2.54 0.057
H -1.45 -4.57 1.66 0.071
H -2.51 -4.90 0.27 0.084
H 0.05 3.82 0.92 0.035
H 5.11 2.90 -1.30 0.089
H 3.94 4.33 2.77 0.079
H -3.43 -0.02 -0.60 0.091
H 0.13 -0.65 3.30 0.091
H -2.17 2.97 -1.65 0.099
H -2.25 -3.57 -1.78 0.088
H -3.70 2.92 -3.59 0.101
H -0.60 -4.19 -1.95 0.085
H 0.64 4.33 2.52 0.082
H 3.40 3.37 -1.48 0.081
H 0.96 -3.66 1.51 0.070
H -1.62 -0.76 3.09 0.074
H -0.81 -1.82 4.25 0.087
```

Kohn-Sham gap   8.24 eV
Spin multiplicity   1
Strongest force on any atom   0.760 eV/Å

=====

5.
This record from OMol25 describes 2 unconnected molecules or ions with the total composition C7H15N2 in a non-equilibrium geometry. The level of theory is the ωB97M-V functional and the def2-TZVPD basis.

Geometry as XYZ:
```
24
Properties=species:S:1:pos:R:3:lowdin_charge:R:1
N -0.35 3.13 -1.12 -0.071
N 0.54 1.56 1.93 0.127
C -2.00 -1.05 -1.66 0.121
C 0.86 0.48 1.21 -0.461
C -0.60 -2.76 -0.39 0.109
C 2.31 0.33 0.94 -0.001
C 0.38 -1.85 0.31 -0.156
C -1.61 -2.31 -1.31 -0.117
C 0.00 -0.46 0.83 -0.063
H 0.83 -2.39 1.12 0.135
H 1.16 2.05 2.56 0.114
H -0.55 1.59 2.24 0.186
H 1.11 -1.76 -0.39 0.108
H 0.34 3.93 -1.14 0.022
H -0.48 -3.80 -0.37 0.106
H 2.29 -0.18 0.02 0.062
H -2.28 -2.97 -1.85 0.107
H -1.59 -0.08 -1.21 0.078
H -1.21 3.48 -0.59 0.027
H -0.70 3.01 -2.17 0.055
H 2.67 -0.17 1.85 0.113
H 2.77 1.36 0.82 0.122
H -1.16 -0.23 0.92 0.150
H -2.74 -0.87 -2.53 0.125
```

Kohn-Sham gap (alpha / beta)   4.79 / 6.34 eV
Spin multiplicity   1
Net charge   +1
Strongest force on any atom   5.230 eV/Å

=====

6.
This record from OMol25 describes C4H7NO2 in the gas phase. The level of theory is the ωB97M-V functional and the def2-TZVPD basis.

Geometry as XYZ:
```
14
Properties=species:S:1:pos:R:3:lowdin_charge:R:1
O 0.98 -2.21 1.15 0.057
O -1.48 1.13 -0.32 -0.211
N -1.04 -1.32 0.57 0.180
C 0.77 0.87 -0.51 0.135
C -0.50 1.03 -1.22 -0.450
C 0.92 0.14 0.75 -0.075
C 0.27 -1.28 0.83 -0.532
H 1.65 1.44 -0.83 0.130
H 1.97 0.03 1.03 0.125
H 0.42 0.75 1.53 0.160
H -1.53 -0.45 0.27 0.067
H -1.50 -2.22 0.60 0.119
H -0.39 1.92 -1.88 0.138
H -0.53 0.17 -1.96 0.156
```

Kohn-Sham gap (alpha / beta)   7.09 / 6.88 eV
Spin multiplicity   1
Strongest force on any atom   0.542 eV/Å